Molecular formula: C21H18BBrF4IN3O2Ti
Method: DFT, wB97M-V/def2-TZVPD

For the orbital gap (spin up / spin down), the calculation gives 7.0 / 7.0 eV. The maximum force comes out at 3.24 eV/Å. Its relative energy (zero: lowest compared OMol25 entry of this formula, charge and spin) is 20.4 kcal per mole.

```
! wB97M-V def2-TZVPD RIJCOSX def2/J DEFGRID3
* xyz 1 2
I -2.2821 2.1430 5.7940
Br 0.4501 1.9333 -1.5775
Ti -0.5221 0.1716 0.6756
F -1.3970 -1.6999 -0.2524
F -2.0326 0.3822 -0.7592
F -2.5768 -0.4684 1.2306
F -3.6693 -1.3126 -0.6754
O 0.2404 -0.5011 2.0635
O -0.9791 -3.0194 2.8526
N 1.1526 -0.5918 -0.2088
N -0.9430 1.8677 1.7106
N 1.6996 -1.5409 0.6196
C 0.8220 0.2456 -2.4152
C -0.7574 1.7788 -4.7076
C -2.3687 3.7619 3.2056
C 1.4352 -2.5665 2.8245
C -1.3822 3.0149 1.1601
C 1.1833 -0.7788 -1.4839
C -1.0454 2.7656 -5.6357
C 1.7320 -4.9957 4.1741
C -2.0794 3.9720 1.8674
C -1.2049 1.6793 3.0220
C 2.6941 -3.0336 3.2057
C 0.4742 -4.5490 3.8271
C 1.4224 -1.2664 2.0366
C 0.8312 0.1173 -3.7447
C -0.0849 3.1622 -6.5550
C 2.8509 -4.2343 3.8661
C 1.1562 2.5403 -6.5751
C 0.4915 1.1599 -4.7167
C 0.3048 -3.3417 3.1537
C 1.4372 1.5267 -5.6755
C -1.9128 2.5861 3.7851
B -2.5473 -0.8568 -0.1508
H -2.4054 4.8730 1.3675
H 3.8373 -4.5768 4.1470
H -0.4157 -5.1151 4.0696
H 1.6015 -2.5055 0.3269
H -0.3021 3.9519 -7.2617
H 1.9042 2.8367 -7.2979
H 1.5507 -1.7183 -1.8926
H 3.5639 -2.4320 2.9654
H -1.1804 3.1710 0.1116
H -2.9352 4.4827 3.7785
H -1.5103 1.4663 -3.9942
H -2.0266 3.2214 -5.6474
H 2.3973 1.0252 -5.6977
H -0.8494 0.7676 3.4727
H 2.2270 -0.6238 2.4063
H -1.0232 -2.0880 2.6453
H 1.1345 -0.8513 -4.1372
H 1.8392 -5.9364 4.6970
*
```